[1]
ORCA calculation (wB97M-V/def2-TZVPD) on a molecular structure, C39H53N5P2Sn.

As for the HOMO-LUMO gap (alpha / beta): 5.66 / 5.66 eV. The value obtained for the HOMO energy (alpha / beta) is -6.803 / -6.803 eV. The calculation puts the molar mass at 772.55 g mol⁻¹. Its multiplicity is 1. The total energy comes out at -2688.48349 hartree.

CARTESIAN COORDINATES (ANGSTROEM)
Sn1 0.65 3.04 -1.33
C1 0.38 1.33 3.63
C2 0.94 0.41 2.82
C3 0.26 -0.69 2.06
C4 -0.78 -0.27 1.00
C5 -2.16 0.01 1.54
C6 -2.55 0.46 2.75
C7 -1.84 0.13 4.06
C8 -0.78 1.16 4.53
C9 -0.37 5.03 -1.15
H1 0.85 2.32 3.65
H2 2.01 0.47 2.58
H3 -0.10 -1.48 2.75
H4 1.08 -1.19 1.51
H5 -0.40 0.64 0.45
H6 -0.82 -1.06 0.21
H7 -2.99 -0.28 0.84
H8 -3.54 0.98 2.82
H9 -1.33 -0.83 4.00
H10 -2.60 0.07 4.85
H11 -1.28 2.13 4.67
H12 -0.37 0.82 5.51
H13 0.21 5.74 -0.56
H14 -1.30 4.79 -0.63
H15 -0.65 5.48 -2.10
P1 -2.58 -2.77 -2.51
P2 0.64 -3.91 -1.70
N1 -4.11 -2.88 -1.65
N2 -3.30 -3.29 -4.14
N3 0.26 -4.72 -0.11
N4 2.03 -4.93 -2.11
C10 -2.06 -4.49 -2.04
C11 -0.69 -4.88 -2.59
C12 -4.73 -1.78 -1.03
C13 -5.94 -2.19 -0.50
C14 -6.09 -3.59 -0.80
C15 -4.95 -3.99 -1.48
C16 -3.16 -2.52 -5.30
C17 -3.70 -3.21 -6.38
C18 -4.18 -4.47 -5.88
C19 -3.93 -4.47 -4.51
C20 0.11 -3.93 1.04
C21 -0.27 -4.74 2.12
C22 -0.39 -6.08 1.61
C23 -0.12 -6.02 0.24
C24 2.42 -6.20 -1.68
C25 3.50 -6.65 -2.45
C26 3.79 -5.61 -3.41
C27 2.87 -4.59 -3.19
H16 -2.81 -5.20 -2.39
H17 -2.06 -4.52 -0.94
H18 -0.50 -5.96 -2.46
H19 -0.60 -4.67 -3.67
H20 -4.23 -0.82 -1.03
H21 -6.65 -1.55 0.01
H22 -6.95 -4.22 -0.60
H23 -4.65 -4.97 -1.82
H24 -2.69 -1.55 -5.23
H25 -3.76 -2.86 -7.40
H26 -4.65 -5.26 -6.45
H27 -4.17 -5.23 -3.78
H28 0.31 -2.88 0.98
H29 -0.38 -4.42 3.15
H30 -0.61 -6.98 2.19
H31 -0.17 -6.82 -0.49
H32 1.92 -6.67 -0.86
H33 4.03 -7.59 -2.33
H34 4.58 -5.62 -4.15
H35 2.73 -3.64 -3.68
C28 3.22 8.21 2.99
C29 2.52 6.91 2.64
C30 1.60 6.44 3.58
C31 0.83 5.30 3.31
C32 -0.18 4.90 4.35
C33 1.04 4.60 2.13
C34 2.05 4.96 1.17
C35 2.74 6.18 1.46
N5 2.31 4.13 0.09
C36 3.55 4.23 -0.68
C37 3.37 5.33 -1.73
C38 4.79 4.46 0.21
C39 3.92 2.93 -1.40
H36 2.50 9.05 3.05
H37 3.69 8.16 3.98
H38 3.98 8.48 2.25
H39 1.43 6.98 4.52
H40 0.29 4.73 5.32
H41 -0.93 5.68 4.51
H42 -0.71 3.99 4.07
H43 0.40 3.75 1.89
H44 3.43 6.61 0.73
H45 3.12 6.30 -1.29
H46 4.31 5.44 -2.29
H47 2.57 5.07 -2.42
H48 4.67 3.97 1.18
H49 5.66 4.00 -0.27
H50 5.06 5.52 0.35
H51 3.99 2.10 -0.69
H52 3.25 2.70 -2.23
H53 4.93 3.06 -1.83

[2]
ORCA calculation (wB97M-V/def2-TZVPD) on a molecular structure, C39H53N7O2PbSSi.

As for the HOMO-LUMO gap: 7.80 eV. The value obtained for the HOMO energy is -12.583 eV. The calculation puts the molar mass at 919.25 g mol⁻¹. Its multiplicity is 1. The total energy comes out at -2931.86248 hartree. As for the charge: +2.

CARTESIAN COORDINATES (ANGSTROEM)
Pb1 -0.02 0.92 0.87
C1 -0.04 -1.03 4.13
C2 -0.53 0.31 3.72
C3 -1.85 0.44 3.26
C4 -2.80 -0.78 3.32
C5 -2.38 1.66 2.87
C6 -3.86 1.83 2.53
C7 -1.57 2.82 2.91
C8 -2.23 4.18 2.66
C9 -0.24 2.71 3.36
C10 0.62 3.94 3.45
C11 0.31 1.44 3.72
C12 1.74 1.34 4.31
H1 -0.27 -1.80 3.43
H2 -0.53 -1.29 5.07
H3 1.07 -0.96 4.25
H4 -3.64 -0.53 3.96
H5 -2.31 -1.66 3.74
H6 -3.14 -1.02 2.31
H7 -4.39 0.89 2.44
H8 -4.03 2.41 1.59
H9 -4.34 2.32 3.37
H10 -2.30 4.42 1.61
H11 -1.64 4.97 3.13
H12 -3.24 4.20 3.05
H13 0.64 4.37 4.46
H14 0.27 4.71 2.75
H15 1.65 3.72 3.19
H16 2.48 1.09 3.53
H17 1.81 0.59 5.08
H18 2.03 2.28 4.77
C13 -3.46 0.01 -0.45
Si1 -2.85 -1.51 -1.37
C14 -2.49 -2.90 -0.19
C15 -4.08 -2.03 -2.66
N1 -1.24 -1.14 -2.10
C16 -0.50 -2.18 -2.74
C17 -1.10 -3.05 -3.65
C18 -0.44 -4.13 -4.19
C19 0.93 -4.24 -3.93
C20 1.57 -3.38 -3.04
C21 0.87 -2.35 -2.46
O1 1.46 -1.48 -1.55
C22 2.70 -0.97 -2.00
C23 3.87 -1.30 -1.29
C24 5.07 -0.79 -1.71
C25 5.15 0.03 -2.84
C26 3.97 0.30 -3.56
C27 2.74 -0.16 -3.14
H19 -4.32 -0.29 0.12
H20 -3.72 0.88 -1.05
H21 -2.73 0.37 0.28
H22 -3.40 -3.22 0.37
H23 -1.66 -2.63 0.45
H24 -2.16 -3.76 -0.79
H25 -5.13 -1.97 -2.34
H26 -3.86 -3.02 -3.05
H27 -3.97 -1.34 -3.52
H28 -2.12 -2.87 -3.98
H29 -0.91 -4.78 -4.94
H30 1.47 -5.08 -4.36
H31 2.60 -3.50 -2.71
H32 3.74 -1.96 -0.43
H33 6.00 -1.05 -1.19
H34 6.16 0.32 -3.23
H35 4.02 0.88 -4.49
H36 1.82 0.07 -3.66
C28 4.65 3.54 -1.28
C29 3.25 3.40 -1.90
C30 2.27 2.86 -0.92
N2 1.59 2.37 -0.13
H37 5.32 3.76 -2.12
H38 4.92 2.57 -0.89
H39 4.68 4.28 -0.50
H40 3.21 2.72 -2.78
H41 2.81 4.33 -2.22
C31 -2.35 4.98 -2.22
C32 -2.58 3.55 -2.65
C33 -3.69 3.14 -3.41
C34 -3.65 1.83 -3.89
N3 -2.70 0.94 -3.56
C35 -1.77 1.44 -2.75
S1 -0.52 0.37 -2.06
N4 -1.60 2.67 -2.30
H42 -1.90 5.53 -3.06
H43 -1.60 4.94 -1.43
H44 -3.25 5.45 -1.95
H45 -4.50 3.81 -3.67
H46 -4.39 1.45 -4.58
C36 2.99 -5.03 2.40
N5 2.31 -3.72 2.22
C37 2.91 -2.40 2.23
C38 1.81 -1.58 1.58
O2 1.88 -0.34 1.46
N6 0.77 -2.34 1.25
C39 1.11 -3.60 1.60
N7 0.28 -4.63 1.43
H47 3.86 -4.92 3.06
H48 3.32 -5.48 1.42
H49 2.31 -5.73 2.84
H50 3.91 -2.37 1.72
H51 3.08 -1.98 3.24
H52 -0.54 -4.47 0.89
H53 0.49 -5.61 1.50

[3]
ORCA calculation (wB97M-V/def2-TZVPD) on 4 unconnected molecules or ions with the total composition C39H54ClFN2O3P.

As for the HOMO-LUMO gap: 6.87 eV. The value obtained for the HOMO energy is -4.594 eV. The calculation puts the molar mass at 684.30 g mol⁻¹. Its multiplicity is 1. The total energy comes out at -2754.83298 hartree. As for the charge: -1.

CARTESIAN COORDINATES (ANGSTROEM)
C1 4.71 1.68 1.89
C2 5.31 0.64 0.82
C3 4.52 -0.75 0.70
Cl1 3.53 -1.19 2.21
P1 3.42 -0.91 -0.89
C4 2.41 0.72 -0.57
C5 3.06 1.95 -1.42
C6 1.85 2.89 -1.97
O1 1.03 2.31 -2.75
N1 1.74 4.33 -1.64
C7 0.35 4.70 -1.31
C8 -0.75 4.82 -2.43
C9 -2.23 5.16 -2.11
C10 -2.60 5.39 -0.61
C11 -1.50 5.28 0.51
C12 -0.02 4.94 0.18
O2 4.25 -2.31 -1.58
C13 3.10 -3.07 -2.06
C14 2.11 -3.13 -0.78
C15 2.44 -4.58 -0.17
C16 1.71 -5.78 -1.01
C17 2.69 -6.99 -1.37
F1 3.73 -6.62 -2.34
C18 0.51 -2.97 -1.02
C19 -0.33 -3.43 0.31
C20 -1.46 -2.33 0.72
C21 -0.82 -1.32 1.81
N2 -1.86 -0.91 2.84
O3 2.37 -1.95 0.07
H1 5.51 2.52 2.00
H2 4.59 1.26 2.95
H3 3.76 2.23 1.54
H4 6.38 0.38 1.19
H5 5.45 1.21 -0.16
H6 5.32 -1.58 0.61
H7 4.52 -0.18 -1.52
H8 2.60 -0.96 -2.09
H9 2.30 0.95 0.54
H10 1.34 0.51 -0.97
H11 3.82 2.55 -0.79
H12 3.57 1.56 -2.39
H13 2.36 4.57 -0.85
H14 -0.39 4.61 -3.50
H15 -2.98 5.21 -2.97
H16 -3.69 5.62 -0.37
H17 -1.81 5.47 1.60
H18 0.74 4.85 1.03
H19 2.68 -2.87 -3.10
H20 3.57 -4.12 -2.20
H21 2.09 -4.72 0.92
H22 3.56 -4.84 -0.16
H23 1.25 -5.41 -1.99
H24 0.83 -6.24 -0.41
H25 2.04 -7.77 -1.93
H26 3.12 -7.54 -0.47
H27 0.15 -3.57 -1.94
H28 0.31 -1.85 -1.12
H29 -0.79 -4.49 0.17
H30 0.35 -3.52 1.23
H31 -2.33 -2.91 1.21
H32 -1.82 -1.78 -0.22
H33 -0.41 -0.43 1.22
H34 0.05 -1.76 2.40
H35 -1.31 -0.45 3.59
H36 -2.47 -0.24 2.36
C22 -7.66 1.20 2.69
C23 -7.29 1.87 1.53
C24 -5.95 2.12 1.26
C25 -4.97 1.69 2.16
C26 -5.34 1.02 3.32
C27 -6.68 0.78 3.59
H37 -8.70 1.01 2.90
H38 -8.05 2.19 0.82
H39 -5.66 2.64 0.35
H40 -3.92 1.88 1.95
H41 -4.57 0.69 4.02
H42 -6.97 0.27 4.50
C28 -1.95 -9.39 -3.95
C29 -1.02 -8.36 -3.98
C30 -1.15 -7.28 -3.11
C31 -2.21 -7.24 -2.21
C32 -3.14 -8.28 -2.17
C33 -3.01 -9.35 -3.05
H43 -1.84 -10.23 -4.63
H44 -0.19 -8.39 -4.68
H45 -0.43 -6.47 -3.14
H46 -2.31 -6.40 -1.53
H47 -3.96 -8.25 -1.47
H48 -3.73 -10.16 -3.03
C34 -1.06 8.72 2.08
C35 -0.63 9.32 3.26
C36 0.70 9.73 3.38
C37 1.59 9.55 2.32
C38 1.15 8.95 1.15
C39 -0.17 8.53 1.03
H49 -2.09 8.39 1.99
H50 -1.32 9.47 4.08
H51 1.04 10.20 4.30
H52 2.62 9.87 2.42
H53 1.84 8.80 0.32
H54 -0.51 8.05 0.11